# 1
{
  "formula": "C3H12IO3",
  "method": "wB97M-V/def2-TZVPD",
  "species": ["I", "C", "O", "H", "H", "H", "H", "C", "O", "H", "H", "H", "H", "C", "O", "H", "H", "H", "H"],
  "positions_angstrom": [[0.0188, 1.1917, -0.3975], [0.8069, -3.1972, -0.2868], [-0.0311, -2.3586, -1.0699], [1.8377, -3.0965, -0.6431], [0.7573, -2.9155, 0.7705], [0.4600, -4.2243, -0.3784], [0.1557, -1.4293, -0.8294], [2.0965, 4.4989, -0.5809], [0.7106, 4.7108, -0.6560], [2.4943, 4.0255, -1.4912], [2.6445, 5.4375, -0.4879], [2.3409, 3.8401, 0.2597], [0.2807, 3.8442, -0.7655], [-2.5069, -2.0171, 1.2808], [-2.7959, -0.9062, 0.4707], [-1.5320, -1.8844, 1.7581], [-3.2756, -2.1011, 2.0559], [-2.5064, -2.9665, 0.7337], [-1.9561, -0.4520, 0.2573]],
  "nbo_charge": [-0.92, -0.24, -0.76, 0.15, 0.16, 0.16, 0.50, -0.24, -0.76, 0.15, 0.15, 0.17, 0.50, -0.24, -0.76, 0.16, 0.15, 0.15, 0.50],
  "total_charge": -1,
  "lumo_ev": 3.53,
  "multiplicity": 1
}

# 2
{
  "formula": "C3H12InN6O3",
  "method": "wB97M-V/def2-TZVPD",
  "species": ["In", "C", "O", "N", "N", "H", "H", "H", "H", "C", "O", "N", "N", "H", "H", "H", "H", "C", "O", "N", "N", "H", "H", "H", "H"],
  "positions_angstrom": [[3.0724, -2.0815, -2.5225], [-2.9216, -3.4023, -2.4507], [-1.7168, -3.3952, -2.4273], [-3.6343, -2.7093, -3.1793], [-3.6487, -4.2181, -1.6699], [-4.5133, -3.0369, -3.5536], [-3.0137, -2.1468, -3.7437], [-4.6384, -4.3306, -1.8371], [-3.1572, -4.6473, -0.8989], [4.0204, 3.4435, 0.1728], [4.0983, 2.5461, -0.6296], [2.9065, 4.1684, 0.2927], [4.9717, 3.8541, 0.9053], [2.9824, 5.0518, 0.7765], [2.1857, 3.9360, -0.3756], [5.7888, 3.2759, 0.7708], [5.0650, 4.6250, 1.5511], [-0.6526, -0.1775, 2.0151], [0.2251, -0.4810, 1.2288], [-0.3587, 0.0980, 3.2597], [-1.9256, -0.1482, 1.6676], [-1.0211, 0.0387, 4.0198], [0.5982, 0.3559, 3.4547], [-2.1272, -0.4967, 0.7414], [-2.5853, -0.1217, 2.4320]],
  "nbo_charge": [1.00, 0.72, -0.48, -0.67, -0.63, 0.44, 0.43, 0.43, 0.44, 0.71, -0.46, -0.62, -0.69, 0.43, 0.43, 0.44, 0.45, 0.72, -0.45, -0.66, -0.69, 0.44, 0.44, 0.43, 0.43],
  "total_charge": 3,
  "lumo_ev": -16.10,
  "multiplicity": 1
}

# 3
{
  "formula": "C3H12LiO7S",
  "method": "wB97M-V/def2-TZVPD",
  "species": ["Li", "S", "O", "O", "O", "O", "C", "O", "H", "H", "H", "H", "C", "O", "H", "H", "H", "H", "C", "O", "H", "H", "H", "H"],
  "positions_angstrom": [[0.1745, -0.0698, 0.0912], [-2.5025, 1.6262, 0.1532], [-2.6095, 2.7702, 1.0592], [-3.8005, 1.1132, -0.0358], [-2.0455, 2.1312, -1.1558], [-1.5775, 0.5872, 0.5612], [1.0965, -1.3368, 2.1342], [0.6035, -1.8628, 0.9162], [2.2025, -1.0148, 2.3372], [1.1045, -2.2508, 2.8382], [0.3845, -0.6398, 2.4842], [0.2805, -2.6588, 1.2192], [1.9545, 2.0742, 0.7332], [1.7275, 1.3872, -0.4858], [2.6495, 2.6532, 0.6032], [2.4975, 1.3292, 1.3572], [1.1495, 2.4882, 1.0472], [2.2105, 1.8152, -1.1878], [-0.9675, -1.9308, -2.5478], [-0.4295, -0.8118, -2.0368], [-1.8145, -1.9778, -3.1988], [-1.0945, -2.7078, -1.8148], [-0.0645, -2.4468, -3.0158], [-1.1305, -0.2658, -2.0558]],
  "nbo_charge": [0.90, 2.63, -1.10, -1.11, -1.16, -1.21, -0.29, -0.73, 0.18, 0.16, 0.21, 0.49, -0.21, -0.75, 0.15, 0.14, 0.20, 0.48, -0.24, -0.72, 0.18, 0.14, 0.14, 0.50],
  "total_charge": -1,
  "lumo_ev": 2.05,
  "multiplicity": 1
}

# 4
{
  "formula": "C3H12N2",
  "method": "wB97M-V/def2-TZVPD",
  "species": ["C", "C", "N", "H", "H", "H", "H", "H", "H", "H", "C", "N", "H", "H", "H", "H", "H"],
  "positions_angstrom": [[-2.7736, 3.4383, 0.5224], [-1.5960, 2.5017, 0.6197], [-0.5000, 2.9636, -0.2489], [-2.6134, 4.4531, 0.8961], [-3.6121, 3.0777, 1.1410], [-3.1401, 3.5423, -0.4918], [-1.9490, 1.5332, 0.2728], [-1.1387, 2.2211, 1.5741], [-0.3883, 2.4056, -1.0784], [-0.5280, 3.9428, -0.4764], [1.9166, -4.5932, -0.8654], [2.9552, -4.0308, 0.0008], [1.9432, -5.6841, -0.7792], [0.8639, -4.4391, -0.6262], [2.2011, -4.3238, -1.8633], [3.0987, -4.6163, 0.8117], [2.6941, -3.1300, 0.3867]],
  "nbo_charge": [-0.62, -0.23, -0.86, 0.20, 0.21, 0.21, 0.18, 0.19, 0.36, 0.36, -0.42, -0.83, 0.19, 0.17, 0.19, 0.35, 0.35],
  "total_charge": 0,
  "lumo_ev": 1.09,
  "multiplicity": 1,
  "smiles": "CCN.CN"
}

# 5
{
  "formula": "C3H12N2O",
  "method": "wB97M-V/def2-TZVPD",
  "species": ["N", "C", "C", "C", "N", "H", "H", "H", "H", "H", "H", "H", "H", "H", "H", "O", "H", "H"],
  "positions_angstrom": [[2.4775, -0.0770, -0.6622], [1.4989, -0.1693, 0.3620], [0.0450, -0.3508, 0.0613], [-0.8194, -1.2758, 0.9564], [-2.2551, -0.9407, 0.6765], [2.1966, -0.3242, -1.5298], [3.3365, -0.5928, -0.5019], [1.6899, -1.0316, 1.1838], [1.5569, 0.7905, 0.8063], [-0.1128, -0.7531, -1.0033], [-0.4168, 0.5645, -0.1277], [-0.7862, -2.3013, 0.7801], [-0.4798, -1.3287, 2.1124], [-2.4283, -0.2777, -0.0498], [-2.6622, -0.4923, 1.4747], [-0.8581, 2.3216, -1.1564], [-0.8612, 3.2160, -1.0741], [-0.0717, 1.8573, -1.1983]],
  "nbo_charge": [-0.85, -0.21, -0.44, -0.20, -0.85, 0.35, 0.37, 0.16, 0.18, 0.19, 0.22, 0.19, 0.18, 0.36, 0.35, -0.95, 0.48, 0.48],
  "total_charge": 0,
  "lumo_ev": 0.93,
  "multiplicity": 1,
  "smiles": "NCCCN.O"
}

# 6
{
  "formula": "C3H12N2O",
  "method": "wB97M-V/def2-TZVPD",
  "species": ["C", "C", "N", "C", "N", "H", "H", "H", "H", "H", "H", "H", "H", "H", "H", "O", "H", "H"],
  "positions_angstrom": [[-0.6831, -0.6039, 1.9347], [-0.3304, 0.5024, 0.8984], [0.3849, -0.1595, -0.2886], [1.4392, 0.8080, -0.7282], [1.7638, 0.6273, -2.1609], [-0.8611, -1.5496, 1.4676], [0.1774, -0.5709, 2.6377], [-1.6220, -0.2736, 2.3998], [0.3291, 1.2684, 1.3541], [-1.1022, 1.1220, 0.4744], [1.0818, -0.8028, 0.1102], [1.2295, 1.8388, -0.4173], [2.3911, 0.6401, -0.2274], [0.8428, 0.4184, -2.5540], [2.2507, -0.2444, -2.3537], [-2.6615, -0.7116, -0.7141], [-2.9327, -1.5808, -0.9983], [-1.6972, -0.7283, -0.8343]],
  "nbo_charge": [-0.63, -0.22, -0.66, -0.07, -0.83, 0.22, 0.21, 0.23, 0.17, 0.20, 0.35, 0.18, 0.16, 0.35, 0.35, -0.95, 0.46, 0.49],
  "total_charge": 0,
  "lumo_ev": 0.95,
  "multiplicity": 1,
  "smiles": "CCNCN.O"
}

# 7
{
  "formula": "C3H12N2O",
  "method": "wB97M-V/def2-TZVPD",
  "species": ["C", "N", "C", "C", "N", "H", "H", "H", "H", "H", "H", "H", "H", "H", "H", "O", "H", "H"],
  "positions_angstrom": [[-0.9514, -2.1759, -1.0838], [-0.6186, -1.0431, -0.3362], [-1.6374, -0.4141, 0.4805], [-1.1425, 0.9577, 0.9596], [-1.3899, 2.0179, -0.0477], [-0.5353, -3.1430, -0.7209], [-2.0538, -2.2609, -1.2047], [-0.6206, -2.2323, -2.1215], [0.2651, -0.8998, 0.1231], [-2.0347, -1.0693, 1.2916], [-2.5006, -0.1640, -0.1455], [-0.0492, 0.8187, 1.0279], [-1.5234, 1.3498, 1.8953], [-0.8916, 2.8961, -0.0265], [-1.1285, 1.5297, -0.9017], [4.6794, 0.4797, 0.1687], [4.6177, 0.9734, -0.6553], [5.1426, 1.1715, 0.6755]],
  "nbo_charge": [-0.41, -0.66, -0.22, -0.21, -0.85, 0.17, 0.20, 0.18, 0.37, 0.17, 0.19, 0.15, 0.20, 0.36, 0.35, -0.92, 0.46, 0.46],
  "total_charge": 0,
  "lumo_ev": 0.80,
  "multiplicity": 1,
  "smiles": "CNCCN.O"
}

# 8
{
  "formula": "C3H12N2O",
  "method": "wB97M-V/def2-TZVPD",
  "species": ["C", "N", "O", "H", "H", "H", "H", "H", "C", "C", "N", "H", "H", "H", "H", "H", "H", "H"],
  "positions_angstrom": [[1.9450, 0.8261, -0.2285], [1.2004, -0.4139, -0.3311], [1.5212, -1.1315, 0.8332], [1.5158, -2.0602, 0.5507], [-0.8277, 0.9516, -1.1345], [1.7580, 1.3581, 0.7175], [1.6692, 1.4560, -1.0814], [3.0238, 0.6188, -0.2866], [-1.2548, -1.1494, -0.6678], [-0.9007, 0.5533, 1.0840], [-0.6675, 0.1443, -0.3057], [-1.9522, 1.3362, -1.2679], [-2.3429, -1.1361, -0.5700], [-0.8587, -1.9230, -0.0013], [-0.9649, -1.3955, -1.6911], [-1.9497, 0.4513, 1.3713], [-0.6030, 1.5901, 1.2466], [-0.3113, -0.0760, 1.7626]],
  "nbo_charge": [-0.47, -0.04, -0.59, 0.48, 0.37, 0.19, 0.22, 0.22, -0.43, -0.46, -0.40, -0.39, 0.22, 0.20, 0.23, 0.22, 0.22, 0.23],
  "total_charge": 0,
  "lumo_ev": [0.18, 0.64],
  "multiplicity": 1
}

Relative energy (zero: lowest compared OMol25 entry of this formula, charge and spin): 133.3, 375.1, 26.3, 59.5, 211.0, 93.6, 115.3, 680.9 (kJ/mol)